Density functional theory data (ωB97M-V/def2-TZVPD) for 2 unconnected molecules or ions with the total composition C4H14N.

Computed properties:
HOMO level = -14.4 eV
charge = +1
electronic energy = -215.28575 hartree
LUMO energy = -3.9 eV
Kohn-Sham gap = 0.385 Ha

XYZ file:
```
19
Properties=species:S:1:pos:R:3:nbo_charge:R:1
C 1.2553 1.3208 -3.2819 -0.6116
C 0.8369 2.7639 -3.0339 -0.6096
H 0.3667 0.7471 -3.5513 0.1972
H 1.7870 0.8072 -2.4820 0.1849
H 1.8798 1.2186 -4.1637 0.2207
H 0.1090 2.8470 -2.2327 0.1879
H 1.6650 3.4637 -2.8756 0.2141
H 0.3502 3.1375 -3.9406 0.2169
C -1.0456 -1.8035 3.3090 -0.6433
C -0.5694 -1.9344 1.8709 -0.2019
N -0.4782 -0.5504 1.1732 -0.6845
H -1.3435 -2.8076 3.6228 0.2629
H -0.2318 -1.4977 3.9715 0.2419
H -1.9569 -1.1995 3.3254 0.2267
H 0.4046 -2.3773 1.7549 0.2336
H -1.3024 -2.4799 1.2858 0.2241
H 0.4759 -0.2048 1.0728 0.4465
H -0.9914 0.2019 1.6440 0.4450
H -0.8823 -0.7056 0.2503 0.4485
```